Computed, not measured: a structure of composition C9H11ClIrN2O2S, with ωB97M-V with the def2-TZVPD basis set.

The geometry in ORCA input format:
```
! wB97M-V def2-TZVPD RIJCOSX def2/J DEFGRID3
* xyz 2 6
H -0.28 -1.73 -2.47
C 1.78 -0.95 -1.90
C 0.50 -1.60 -1.71
H 2.15 -0.52 -2.83
Cl 2.52 0.51 2.34
C 0.40 -2.06 -0.35
H -3.76 3.94 -0.21
N -4.56 1.65 -0.43
H -4.89 0.70 -0.44
O -1.48 1.65 -1.89
H -0.41 -2.62 0.13
C 1.64 -1.71 0.33
H 1.09 -2.45 2.25
C -0.66 1.12 -1.25
S -2.52 0.90 1.22
C -3.53 1.97 0.38
N -3.18 3.26 0.28
H 2.44 -1.26 2.26
C 1.98 -2.15 1.71
C 2.51 -1.05 -0.65
C 0.85 1.74 0.89
Ir 0.66 0.22 -0.27
H -5.16 2.42 -0.79
O 0.83 2.84 1.27
H 3.51 -0.68 -0.43
H -2.33 3.52 0.78
H 2.75 -2.92 1.67
*
```

## Properties
- gap between HOMO and LUMO (spin up / spin down) (eV) = 5.66 / 5.04
- ΔE to the lowest compared entry with this formula, charge and spin (kJ/mol) = 0.0
- calculated total energy (eV) = -42759.841
- HOMO level (spin up / spin down) (eV) = -12.444 / -16.172

Atom charges from the Löwdin analysis, given in e for atoms 1 to 5:
1. H 0.13
2. C -0.12
3. C -0.17
4. H 0.14
5. Cl 0.47

***

Computed, not measured: a structure of composition C16H31NNiP2S, with ωB97M-V with the def2-TZVPD basis set.

The geometry in ORCA input format:
```
! wB97M-V def2-TZVPD RIJCOSX def2/J DEFGRID3
* xyz 0 3
C -0.69 -1.56 -2.35
P -0.20 2.31 2.05
H 0.49 -2.82 3.34
H -1.82 3.68 0.99
C -0.33 1.46 4.70
H -0.85 -4.24 1.47
H 1.11 2.00 -1.60
H -0.46 -0.45 -0.48
N -0.27 1.18 3.50
H 1.81 -1.24 -4.07
H 2.59 -0.75 -2.59
Ni 0.01 -0.12 1.98
C 1.03 3.58 2.35
H -1.30 -2.26 -1.76
H -2.14 1.29 -3.79
P 0.23 -2.14 1.19
C -1.90 0.68 -2.89
C 1.15 0.70 -3.34
H -0.91 -0.64 -4.29
C -1.46 -0.73 -3.35
C 0.46 1.24 0.68
C 0.40 -0.30 0.18
C 1.61 -0.76 -3.09
C 1.85 -2.95 1.00
C -0.89 -3.45 0.71
H -2.37 -1.30 -3.60
C 0.65 -1.64 -2.31
H -2.60 2.29 1.81
H 0.56 0.76 -4.26
S -0.42 1.79 6.22
H -1.93 -3.11 0.63
C 0.00 -1.91 2.98
C -1.82 3.05 1.90
H -2.03 3.71 2.75
H 1.95 -3.69 1.81
H 0.88 4.37 1.59
H 1.51 1.60 0.57
H 1.35 -0.46 -0.34
H -1.37 2.27 -1.49
C 0.44 1.37 -2.21
H -0.60 -3.91 -0.24
H 1.13 -2.49 -1.79
H 0.53 -1.05 3.46
H 1.90 -3.49 0.04
H 2.66 -2.21 1.04
H 2.05 1.30 -3.52
H 0.90 4.02 3.35
C -0.90 1.45 -2.06
H -2.86 0.60 -2.35
H -0.16 1.75 -0.06
H 2.04 3.16 2.23
H -1.04 -1.91 3.32
*
```

## Properties
- gap between HOMO and LUMO (spin up / spin down) (eV) = 3.80 / 6.61
- ΔE to the lowest compared entry with this formula, charge and spin (kJ/mol) = 739.0
- calculated total energy (eV) = -89030.491
- HOMO level (spin up / spin down) (eV) = -3.386 / -6.271

Atom charges from the Löwdin analysis, given in e for atoms 1 to 5:
1. C -0.13
2. P 0.85
3. H 0.05
4. H 0.05
5. C -0.96

***

Computed, not measured: a structure of composition C17H34CrN2O2PS3, with ωB97M-V with the def2-TZVPD basis set.

The geometry in ORCA input format:
```
! wB97M-V def2-TZVPD RIJCOSX def2/J DEFGRID3
* xyz 3 5
C -3.29 -1.10 0.11
C -0.55 5.02 -0.33
C 2.20 -0.41 -0.30
C -1.51 1.39 2.95
H -1.18 5.32 0.50
H -1.75 1.19 3.99
H 2.31 4.22 2.07
C 1.58 -0.09 -1.53
O 0.53 3.63 1.78
H -0.92 3.75 -1.94
H -3.40 0.54 2.29
H -0.06 -2.65 1.22
H -0.70 -1.91 3.46
H -0.47 -1.32 -3.87
C -2.80 1.43 2.14
C 1.11 -2.42 -1.91
C 1.71 -2.75 -0.69
C 2.23 -1.73 0.11
P 0.63 3.74 0.30
H 2.75 -4.61 -0.71
C 1.04 -1.10 -2.35
C -1.15 -1.39 2.61
H 1.15 -1.07 -4.48
C -3.64 0.30 -0.35
H 3.02 1.56 -0.09
H 1.00 -4.79 -0.64
H 2.92 3.68 -0.56
C 2.93 0.65 0.49
H 3.87 4.08 1.45
O 0.38 2.54 -0.60
C 2.35 4.40 0.02
H 2.45 0.87 1.45
H 0.27 0.29 -3.81
H -3.40 2.28 2.46
C 0.46 -0.78 -3.69
H 2.72 -1.99 1.04
H 2.37 5.35 -0.52
H 1.92 -4.30 0.80
H 1.69 0.91 -1.94
C 1.84 -4.19 -0.28
H -2.26 4.03 -1.03
H -4.67 0.55 -0.09
H -3.54 0.41 -1.43
H -1.73 5.21 -2.08
C -1.08 -2.30 1.39
H -0.99 2.35 2.91
S -1.55 -1.55 -0.20
H -3.50 -1.24 1.17
H 3.18 5.56 1.58
H -1.71 -3.17 1.54
Cr -0.28 0.61 -0.18
H -2.17 -1.16 2.89
N 2.99 4.58 1.37
H 0.72 -3.21 -2.54
H -0.04 5.91 -0.70
N -1.42 4.48 -1.43
S -0.26 0.19 2.42
H 3.94 0.30 0.72
H -3.91 -1.81 -0.44
S -2.55 1.59 0.33
*
```

## Properties
- gap between HOMO and LUMO (spin up / spin down) (eV) = 8.07 / 8.63
- calculated total energy (eV) = -95451.157
- HOMO level (spin up / spin down) (eV) = -16.633 / -16.976

Atom charges from the Löwdin analysis, given in e for atoms 1 to 5:
1. C -0.43
2. C -0.14
3. C -0.30
4. C -0.47
5. H 0.12

***

Computed, not measured: a cluster of 5 separate species, C8H27O5 in total, with ωB97M-V with the def2-TZVPD basis set.

The geometry in ORCA input format:
```
! wB97M-V def2-TZVPD RIJCOSX def2/J DEFGRID3
* xyz 1 1
H 4.30 0.04 1.36
H -1.97 1.30 1.52
H 0.55 -1.48 2.27
H -4.65 0.18 -2.27
H -1.30 -0.30 -0.82
C 3.17 -0.22 1.14
H -4.06 -1.90 -1.57
O -1.39 0.77 1.79
H 2.20 -0.11 3.20
C 1.85 -0.68 -3.06
H 2.74 -1.72 2.59
H -0.27 3.06 2.51
H 2.87 -0.92 -3.31
O -0.43 0.13 -0.55
O 1.49 -1.27 -1.85
H 2.72 0.60 0.55
O -2.17 -1.71 -0.99
C -3.51 -0.02 -2.14
C -1.17 1.17 3.16
H 0.17 -0.45 -1.06
H -2.29 -2.67 -0.71
H 2.60 1.34 -2.26
H 2.21 1.24 -3.74
H -2.23 1.21 3.74
H -3.19 -0.39 -3.17
O 1.07 -1.06 1.62
H -3.12 1.03 -2.03
H 0.86 1.81 2.71
H 1.29 -0.87 -3.94
H 0.86 1.30 -2.66
C 1.83 0.85 -2.91
H -0.66 0.43 3.70
H -0.34 0.20 0.40
C 2.28 -0.83 2.28
C -0.05 2.34 3.12
H 1.95 -2.00 -1.91
H -3.91 -1.01 -0.08
H -0.04 2.81 4.15
C -3.53 -1.24 -1.19
H 3.27 -0.96 0.40
*
```

## Properties
- gap between HOMO and LUMO (eV) = 11.30
- ΔE to the lowest compared entry with this formula, charge and spin (kJ/mol) = 486.3
- calculated total energy (eV) = -18959.933
- HOMO level (eV) = -13.693

Atom charges from the Löwdin analysis, given in e for atoms 1 to 5:
1. H 0.12
2. H -0.03
3. H 0.07
4. H 0.11
5. H 0.11

***

Which value of calculated total energy does entry 1 give?
-42759.841 eV

***

Among the records above, which one has the highest calculated total energy?
C8H27O5

***

Repeat the second record exactly.
Computed, not measured: a structure of composition C16H31NNiP2S, with ωB97M-V with the def2-TZVPD basis set.

The geometry in ORCA input format:
```
! wB97M-V def2-TZVPD RIJCOSX def2/J DEFGRID3
* xyz 0 3
C -0.69 -1.56 -2.35
P -0.20 2.31 2.05
H 0.49 -2.82 3.34
H -1.82 3.68 0.99
C -0.33 1.46 4.70
H -0.85 -4.24 1.47
H 1.11 2.00 -1.60
H -0.46 -0.45 -0.48
N -0.27 1.18 3.50
H 1.81 -1.24 -4.07
H 2.59 -0.75 -2.59
Ni 0.01 -0.12 1.98
C 1.03 3.58 2.35
H -1.30 -2.26 -1.76
H -2.14 1.29 -3.79
P 0.23 -2.14 1.19
C -1.90 0.68 -2.89
C 1.15 0.70 -3.34
H -0.91 -0.64 -4.29
C -1.46 -0.73 -3.35
C 0.46 1.24 0.68
C 0.40 -0.30 0.18
C 1.61 -0.76 -3.09
C 1.85 -2.95 1.00
C -0.89 -3.45 0.71
H -2.37 -1.30 -3.60
C 0.65 -1.64 -2.31
H -2.60 2.29 1.81
H 0.56 0.76 -4.26
S -0.42 1.79 6.22
H -1.93 -3.11 0.63
C 0.00 -1.91 2.98
C -1.82 3.05 1.90
H -2.03 3.71 2.75
H 1.95 -3.69 1.81
H 0.88 4.37 1.59
H 1.51 1.60 0.57
H 1.35 -0.46 -0.34
H -1.37 2.27 -1.49
C 0.44 1.37 -2.21
H -0.60 -3.91 -0.24
H 1.13 -2.49 -1.79
H 0.53 -1.05 3.46
H 1.90 -3.49 0.04
H 2.66 -2.21 1.04
H 2.05 1.30 -3.52
H 0.90 4.02 3.35
C -0.90 1.45 -2.06
H -2.86 0.60 -2.35
H -0.16 1.75 -0.06
H 2.04 3.16 2.23
H -1.04 -1.91 3.32
*
```

## Properties
- gap between HOMO and LUMO (spin up / spin down) (eV) = 3.80 / 6.61
- ΔE to the lowest compared entry with this formula, charge and spin (kJ/mol) = 739.0
- calculated total energy (eV) = -89030.491
- HOMO level (spin up / spin down) (eV) = -3.386 / -6.271

Atom charges from the Löwdin analysis, given in e for atoms 1 to 5:
1. C -0.13
2. P 0.85
3. H 0.05
4. H 0.05
5. C -0.96

***

Look up the calculated total energy of the fourth one.
-18959.933 eV